DFT (ωB97M-V with the def2-TZVPD basis set) results for 8 unconnected molecules or ions with the total composition C37H87N3O8.

Geometry as XYZ:
```
135
Properties=species:S:1:pos:R:3:lowdin_spin:R:1
C -15.75 7.43 -1.96 0.000
C -15.04 7.38 -3.30 0.000
O -15.91 6.72 -4.11 0.000
H -16.74 7.86 -2.04 0.000
H -15.24 8.02 -1.20 0.000
H -15.76 6.40 -1.60 0.000
H -14.12 6.84 -3.09 0.000
H -14.76 8.37 -3.67 0.000
H -16.56 7.41 -4.28 0.000
C -13.28 6.38 0.86 0.000
C -13.12 4.98 1.59 0.000
O -13.28 5.21 2.97 0.000
H -14.26 6.85 0.84 0.000
H -12.91 6.43 -0.16 0.000
H -12.72 7.17 1.37 0.000
H -12.15 4.49 1.48 0.000
H -13.89 4.28 1.27 0.000
H -13.38 4.29 3.21 0.000
C -15.89 4.34 5.45 0.000
C -15.98 5.87 5.07 0.000
O -16.13 5.97 3.67 0.000
H -16.04 4.33 6.53 0.000
H -14.92 3.87 5.34 0.000
H -16.70 3.66 5.18 0.000
H -15.06 6.34 5.42 0.000
H -16.81 6.44 5.49 0.000
H -15.22 5.90 3.36 0.000
C -13.96 1.09 1.42 0.000
C -13.54 0.85 2.87 0.000
O -14.33 1.66 3.74 0.000
H -13.23 0.62 0.76 0.000
H -14.03 2.16 1.25 0.000
H -14.81 0.48 1.11 0.000
H -12.56 1.31 2.95 0.000
H -13.60 -0.23 2.94 0.000
H -14.23 1.31 4.63 0.000
C -8.53 4.61 0.32 0.000
C -7.45 5.62 0.78 0.000
O -6.28 5.54 -0.11 0.000
H -9.48 4.72 0.85 0.000
H -8.05 3.64 0.45 0.000
H -8.83 4.70 -0.73 0.000
H -7.18 5.52 1.83 0.000
H -7.90 6.62 0.77 0.000
H -5.84 6.37 -0.24 0.000
C -9.18 5.94 4.80 0.000
C -9.73 7.40 4.89 0.000
C -9.95 7.69 6.40 0.000
C -8.74 7.91 7.23 0.000
C -7.86 9.10 6.59 0.000
C -7.60 8.98 5.05 0.000
N -8.92 8.54 4.36 0.000
O -8.70 8.53 2.98 0.000
C -7.16 10.37 4.39 0.000
C -6.41 7.98 4.89 0.000
C -11.10 7.57 4.26 0.000
H -8.60 5.96 3.88 0.000
H -9.86 5.09 4.83 0.000
H -8.38 5.74 5.51 0.000
H -10.61 8.53 6.58 0.000
H -10.43 6.85 6.89 0.000
H -8.16 6.99 7.34 0.000
H -9.06 8.20 8.23 0.000
H -6.98 9.36 7.18 0.000
H -8.44 10.01 6.68 0.000
H -8.04 11.01 4.29 0.000
H -6.41 10.83 5.03 0.000
H -6.80 10.22 3.37 0.000
H -6.41 7.78 3.82 0.000
H -5.45 8.40 5.21 0.000
H -6.61 7.04 5.40 0.000
H -11.48 8.59 4.29 0.000
H -11.95 7.06 4.72 0.000
H -11.08 7.26 3.21 0.000
H -9.31 9.20 2.67 0.000
C -13.19 10.33 0.52 0.000
C -12.07 10.94 -0.31 0.000
C -12.75 11.62 -1.48 0.000
C -11.78 12.45 -2.26 0.000
C -11.15 13.47 -1.40 0.000
C -10.26 12.85 -0.28 0.000
N -11.18 11.91 0.40 0.000
O -10.67 11.31 1.57 0.000
C -9.00 12.23 -0.85 0.000
C -9.90 13.91 0.78 0.000
C -11.30 9.70 -0.74 0.000
H -13.49 10.89 1.41 0.000
H -13.00 9.37 1.01 0.000
H -14.08 10.11 -0.07 0.000
H -13.10 10.80 -2.11 0.000
H -13.61 12.12 -1.04 0.000
H -12.18 12.94 -3.14 0.000
H -11.15 11.69 -2.74 0.000
H -11.87 14.15 -0.96 0.000
H -10.59 14.19 -2.00 0.000
H -9.21 11.68 -1.76 0.000
H -8.29 12.91 -1.32 0.000
H -8.50 11.57 -0.14 0.000
H -9.45 14.82 0.38 0.000
H -10.74 14.35 1.33 0.000
H -9.23 13.48 1.53 0.000
H -10.61 9.94 -1.55 0.000
H -11.89 8.88 -1.14 0.000
H -10.75 9.14 0.02 0.000
H -10.79 11.97 2.26 0.000
C -19.13 4.17 2.37 0.035
C -18.87 3.88 0.92 0.044
C -17.61 2.99 0.84 0.001
C -17.76 1.50 1.25 0.000
C -18.90 0.85 0.40 0.000
C -20.26 1.67 0.46 0.054
N -20.01 3.15 0.24 0.618
O -21.17 3.96 0.34 0.150
C -21.15 1.21 -0.76 0.015
C -21.10 1.43 1.79 0.044
C -18.62 5.22 0.17 0.017
H -18.49 4.86 2.93 0.004
H -19.04 3.27 2.98 0.000
H -20.16 4.43 2.62 0.000
H -17.33 3.02 -0.21 0.000
H -16.80 3.55 1.30 -0.001
H -18.02 1.40 2.31 0.000
H -16.87 0.93 0.98 0.000
H -18.90 -0.15 0.84 0.000
H -18.63 0.63 -0.64 0.000
H -21.70 0.30 -0.53 0.000
H -21.73 2.11 -0.96 0.000
H -20.57 0.96 -1.65 0.000
H -22.07 1.92 1.74 0.002
H -21.30 0.39 2.05 0.005
H -20.54 1.77 2.65 0.000
H -18.80 4.96 -0.88 0.000
H -17.62 5.66 0.19 0.001
H -19.41 5.92 0.44 0.000
H -21.61 3.79 -0.50 0.008
```

## Properties
**E**: -2227.5360 a.u.
**Expectation value of S²**: 0.754
**Total charge**: +1
**Multiplicity**: 2



DFT (ωB97M-V with the def2-TZVPD basis set) results for 9 unconnected molecules or ions with the total composition C37H90F2N6O15.

Geometry as XYZ:
```
150
Properties=species:S:1:pos:R:3:lowdin_charge:R:1
C 1.27 1.76 -3.37 0.017
N 2.63 1.82 -2.61 -0.272
C 3.17 3.29 -2.68 0.033
C 2.27 1.50 -1.11 0.031
C 3.60 0.78 -3.24 -0.061
C 4.98 0.56 -2.58 -0.210
O 5.85 1.69 -2.73 -0.026
H 1.45 1.99 -4.42 0.121
H 0.54 2.42 -2.91 0.079
H 0.91 0.74 -3.23 0.085
H 2.38 3.86 -2.20 0.090
H 3.23 3.72 -3.68 0.116
H 4.11 3.44 -2.15 0.097
H 3.19 1.77 -0.59 0.083
H 2.10 0.43 -1.05 0.078
H 1.44 2.09 -0.71 0.086
H 3.67 1.12 -4.27 0.143
H 3.03 -0.13 -3.42 0.125
H 5.50 -0.23 -3.13 0.137
H 4.84 0.11 -1.60 0.103
H 6.20 1.76 -1.84 0.095
C -2.26 3.51 3.60 0.065
N -1.73 4.30 2.33 -0.314
C -2.38 5.69 2.29 0.005
C -0.22 4.57 2.26 0.045
C -2.30 3.66 1.05 -0.088
C -1.44 2.49 0.48 -0.218
O -1.10 1.46 1.40 -0.079
H -1.91 4.15 4.41 0.109
H -1.77 2.54 3.50 0.069
H -3.34 3.43 3.65 0.113
H -3.46 5.68 2.43 0.123
H -2.02 6.20 1.40 0.110
H -1.98 6.26 3.14 0.109
H 0.05 5.35 2.97 0.120
H -0.11 4.79 1.20 0.106
H 0.12 3.57 2.53 0.072
H -2.27 4.49 0.36 0.110
H -3.31 3.30 1.24 0.144
H -0.57 2.99 0.04 0.092
H -1.98 1.99 -0.32 0.104
H -0.68 0.71 0.97 0.018
C 2.82 -4.87 -1.51 0.035
N 3.14 -4.82 -0.05 -0.336
C 2.39 -5.91 0.78 0.050
C 4.59 -5.16 0.14 0.012
C 2.80 -3.46 0.60 -0.075
C 3.66 -2.22 0.23 -0.239
O 4.87 -2.30 0.90 -0.054
H 3.10 -5.80 -2.01 0.129
H 3.45 -4.04 -1.82 0.100
H 1.76 -4.63 -1.66 0.101
H 1.32 -5.69 0.85 0.104
H 2.87 -5.80 1.75 0.102
H 2.62 -6.88 0.34 0.116
H 5.24 -4.49 -0.42 0.114
H 4.65 -6.19 -0.21 0.117
H 4.86 -5.06 1.19 0.116
H 2.72 -3.52 1.69 0.128
H 1.78 -3.24 0.30 0.107
H 3.14 -1.34 0.63 0.097
H 3.83 -2.10 -0.84 0.112
H 4.99 -1.38 1.17 0.066
C -3.80 4.26 -4.79 0.040
N -3.63 3.18 -3.66 -0.299
C -3.20 3.81 -2.36 0.008
C -4.98 2.42 -3.55 0.038
C -2.58 2.28 -4.24 -0.074
C -2.04 1.21 -3.22 -0.261
O -2.96 0.54 -2.45 -0.058
H -4.61 4.93 -4.49 0.108
H -4.07 3.82 -5.75 0.122
H -2.91 4.89 -4.85 0.110
H -2.12 3.99 -2.26 0.104
H -3.50 3.15 -1.55 0.085
H -3.72 4.76 -2.24 0.115
H -5.85 3.08 -3.62 0.108
H -5.06 1.95 -2.57 0.097
H -5.20 1.73 -4.36 0.122
H -1.84 3.01 -4.57 0.127
H -2.93 1.75 -5.12 0.146
H -1.25 1.59 -2.56 0.070
H -1.39 0.48 -3.71 0.102
H -2.45 -0.01 -1.85 0.021
C 3.35 -0.64 3.44 0.009
N 3.08 0.79 3.88 -0.285
C 4.34 1.40 4.58 0.072
C 2.66 1.57 2.61 0.030
C 1.91 0.57 4.89 -0.053
C 1.24 1.85 5.53 -0.222
O 0.81 2.81 4.66 -0.081
H 2.43 -1.11 3.09 0.088
H 3.92 -1.09 4.25 0.127
H 4.04 -0.52 2.61 0.076
H 4.50 0.99 5.57 0.120
H 4.16 2.48 4.56 0.105
H 5.22 1.17 3.97 0.111
H 3.43 1.80 1.87 0.100
H 2.39 2.53 3.05 0.074
H 1.81 1.12 2.10 0.098
H 2.24 -0.06 5.72 0.143
H 1.09 -0.05 4.50 0.107
H 1.92 2.35 6.22 0.135
H 0.33 1.55 6.04 0.135
H 1.45 3.53 4.70 0.102
C -1.89 -0.52 3.72 0.005
N -2.64 -1.84 3.37 -0.286
C -3.74 -1.91 4.42 0.012
C -3.31 -1.69 1.99 0.041
C -1.76 -3.16 3.60 -0.052
C -0.56 -3.31 2.63 -0.175
O 0.39 -2.20 2.71 -0.116
H -1.10 -0.29 3.00 0.065
H -1.40 -0.66 4.68 0.102
H -2.62 0.29 3.72 0.092
H -3.16 -2.03 5.33 0.105
H -4.31 -2.82 4.24 0.121
H -4.30 -0.97 4.33 0.109
H -3.73 -2.61 1.58 0.112
H -2.48 -1.51 1.30 0.080
H -4.00 -0.85 1.97 0.113
H -2.32 -4.09 3.61 0.144
H -1.42 -3.10 4.63 0.128
H -1.06 -3.45 1.67 0.123
H -0.06 -4.22 2.95 0.123
H 0.33 -1.68 1.90 -0.012
C -0.02 -1.06 -0.64 -0.998
O 0.79 -1.67 -1.36 -0.051
O -1.16 -0.88 -1.06 -0.038
O 0.31 -0.76 0.55 -0.123
C 0.82 -2.94 -3.82 -0.110
C -0.26 -2.03 -4.32 -0.353
O -1.10 -2.84 -5.05 0.168
C -0.41 -3.86 -5.46 -0.502
O -0.73 -4.63 -6.37 0.171
O 0.86 -3.87 -4.89 0.076
F 0.24 -1.00 -5.03 0.075
H 0.46 -3.39 -2.90 0.109
H 1.77 -2.44 -3.61 0.126
H -0.91 -1.64 -3.54 0.138
C -3.63 -2.96 -1.76 -0.119
C -4.00 -3.03 -3.25 -0.255
O -5.45 -2.85 -3.21 0.120
C -5.89 -3.25 -1.95 -0.407
O -7.09 -3.37 -1.63 0.144
O -4.76 -3.46 -1.12 0.038
F -3.58 -4.27 -3.62 0.075
H -3.39 -1.94 -1.47 0.099
H -2.76 -3.58 -1.56 0.140
H -3.47 -2.28 -3.85 0.154
```

## Properties
**E**: -3119.0843 a.u.
**Total charge**: +4



DFT (ωB97M-V with the def2-TZVPD basis set) results for 9 unconnected molecules or ions with the total composition C37H95N5O4.

Geometry as XYZ:
```
141
Properties=species:S:1:pos:R:3:lowdin_charge:R:1
C -6.98 1.33 -2.80 -0.078
C -5.79 0.41 -3.14 -0.267
N -4.79 0.25 -2.11 -0.203
C -4.17 1.48 -1.68 -0.257
C -3.42 2.21 -2.80 -0.069
C -5.22 -0.60 -0.99 -0.249
C -4.03 -1.16 -0.23 -0.074
H -7.26 1.26 -1.75 0.065
H -7.83 1.07 -3.44 0.069
H -6.75 2.38 -3.04 0.063
H -6.17 -0.58 -3.42 0.102
H -5.32 0.74 -4.07 0.107
H -4.92 2.22 -1.31 0.115
H -3.56 1.31 -0.80 0.092
H -2.93 3.09 -2.37 0.067
H -2.68 1.57 -3.27 0.064
H -4.10 2.58 -3.56 0.064
H -5.79 -1.42 -1.43 0.110
H -5.89 -0.05 -0.31 0.113
H -3.57 -0.38 0.37 0.040
H -3.25 -1.50 -0.90 0.059
H -4.36 -1.95 0.44 0.078
C -4.04 -2.69 -3.95 -0.077
C -2.76 -3.33 -4.48 -0.267
N -1.97 -2.43 -5.29 -0.184
C -1.50 -1.25 -4.56 -0.234
C -0.81 -1.50 -3.22 -0.078
C -0.87 -3.12 -5.94 -0.283
C -1.31 -4.02 -7.08 -0.092
H -4.47 -2.11 -4.76 0.081
H -3.81 -1.95 -3.18 0.037
H -4.74 -3.45 -3.61 0.075
H -2.15 -3.77 -3.67 0.115
H -3.04 -4.20 -5.08 0.107
H -0.79 -0.73 -5.21 0.100
H -2.33 -0.56 -4.41 0.098
H -0.01 -2.25 -3.28 0.064
H -0.42 -0.57 -2.82 0.054
H -1.51 -1.86 -2.47 0.061
H -0.29 -3.73 -5.21 0.117
H -0.16 -2.38 -6.32 0.098
H -2.09 -3.56 -7.67 0.079
H -1.63 -5.01 -6.74 0.064
H -0.45 -4.23 -7.73 0.068
C 3.06 -1.89 -6.24 -0.077
C 2.48 -1.41 -4.91 -0.280
N 3.47 -0.80 -4.04 -0.174
C 3.70 0.59 -4.48 -0.257
C 4.94 1.20 -3.85 -0.083
C 2.99 -0.80 -2.66 -0.268
C 3.06 -2.15 -1.98 -0.070
H 3.83 -2.63 -6.03 0.079
H 3.47 -1.13 -6.89 0.063
H 2.28 -2.44 -6.79 0.060
H 1.62 -0.72 -5.07 0.110
H 2.04 -2.29 -4.44 0.089
H 3.85 0.54 -5.56 0.101
H 2.78 1.18 -4.37 0.121
H 5.41 1.93 -4.51 0.071
H 4.69 1.76 -2.93 0.047
H 5.66 0.44 -3.57 0.081
H 1.98 -0.38 -2.59 0.097
H 3.58 -0.10 -2.06 0.109
H 2.63 -2.97 -2.56 0.067
H 2.48 -2.10 -1.05 0.046
H 4.09 -2.43 -1.75 0.080
C 2.74 1.64 8.24 -0.089
C 2.11 1.57 6.86 -0.266
N 0.99 2.51 6.71 -0.195
C 1.10 3.30 5.50 -0.278
C 0.04 4.38 5.39 -0.088
C -0.32 1.88 6.91 -0.228
C -0.80 1.03 5.72 -0.080
H 3.55 0.91 8.31 0.070
H 2.02 1.42 9.03 0.067
H 3.08 2.66 8.44 0.073
H 2.87 1.83 6.12 0.107
H 1.79 0.56 6.61 0.105
H 0.97 2.64 4.62 0.097
H 2.09 3.73 5.37 0.116
H -0.96 4.00 5.24 0.047
H 0.27 5.14 4.64 0.075
H 0.06 4.99 6.30 0.085
H -0.22 1.34 7.85 0.113
H -1.05 2.69 6.99 0.101
H -0.13 0.21 5.48 0.060
H -1.82 0.68 5.89 0.076
H -0.86 1.70 4.86 0.036
C 4.01 -1.57 2.67 -0.084
C 2.89 -2.11 3.56 -0.266
N 2.31 -3.35 3.08 -0.187
C 1.53 -3.99 4.12 -0.280
C 2.37 -4.87 5.04 -0.084
C 1.55 -3.14 1.85 -0.262
C 1.28 -4.43 1.09 -0.085
H 3.65 -1.20 1.71 0.042
H 4.68 -2.40 2.44 0.083
H 4.55 -0.81 3.23 0.073
H 3.35 -2.31 4.53 0.107
H 2.11 -1.34 3.71 0.110
H 0.91 -3.28 4.70 0.118
H 0.77 -4.61 3.65 0.101
H 1.73 -5.42 5.73 0.070
H 2.94 -5.56 4.42 0.075
H 3.09 -4.28 5.62 0.062
H 2.16 -2.52 1.19 0.075
H 0.60 -2.61 2.04 0.126
H 0.68 -5.18 1.60 0.063
H 2.22 -4.90 0.79 0.078
H 0.66 -4.21 0.21 0.071
C 1.14 0.70 0.92 -0.119
C 0.07 1.24 1.90 -0.134
C -1.25 1.06 1.14 -0.224
O -1.03 0.01 0.23 -0.141
C 0.30 0.14 -0.23 -0.204
H 1.74 -0.05 1.44 0.075
H 1.81 1.50 0.64 0.087
H 0.14 2.29 2.19 0.093
H 0.10 0.61 2.79 0.092
H -1.52 2.00 0.63 0.096
H -2.14 0.87 1.75 0.119
H 0.31 0.83 -1.09 0.114
H 0.60 -0.85 -0.59 0.099
C 4.22 3.29 0.00 -0.166
O 4.87 4.35 0.69 -0.109
H 4.70 2.31 0.17 0.078
H 3.17 3.18 0.28 0.043
H 4.31 3.49 -1.07 0.073
H 4.74 4.22 1.63 0.073
C 0.31 4.69 -0.09 -0.141
O -0.05 4.86 1.27 -0.140
H -0.23 3.84 -0.55 0.069
H 0.06 5.59 -0.65 0.078
H 1.37 4.46 -0.15 0.058
H -0.97 4.56 1.36 0.015
C -3.02 4.11 2.84 -0.126
O -2.80 4.05 1.43 -0.137
H -2.43 3.33 3.32 0.066
H -2.76 5.08 3.26 0.087
H -4.06 3.90 3.10 0.085
H -3.40 4.67 1.02 0.097
```

## Properties
**E**: -2041.3302 a.u.



Look up the E of the first one. -2227.5360 a.u.



The highest E belongs to which entry? C37H95N5O4